{
  "formula": "C7H11NO",
  "method": "the ωB97M-V functional and the def2-TZVPD basis",
  "symbols": ["N", "C", "C", "C", "C", "C", "O", "C", "C", "H", "H", "H", "H", "H", "H", "H", "H", "H", "H", "H"],
  "positions_angstrom": [[-0.082, -0.865, -1.165], [0.028, -0.690, 0.261], [-1.469, -1.020, 0.540], [-2.001, 0.237, -0.203], [-0.820, 1.413, -0.207], [0.930, 1.290, -0.170], [1.988, 0.295, -0.294], [1.582, -0.965, 0.529], [0.013, 0.736, 0.835], [0.875, -0.886, -1.450], [-0.529, -1.784, -1.297], [-1.809, -1.946, -0.116], [-1.856, -1.293, 1.608], [-2.810, 0.746, 0.374], [-2.371, 0.064, -1.262], [-1.399, 2.430, -0.057], [1.152, 2.321, -0.380], [2.070, -1.810, 0.069], [1.965, -0.814, 1.595], [-0.191, 0.660, 1.912]],
  "total_charge": 0,
  "smiles": "N[C@@]12CC[C@@H]3[C@H](OC1)[C@@H]32",
  "gap_ev": 9.57,
  "e_tot_ha": -403.0612
}

=====

{
  "formula": "C18H22O6",
  "method": "the ωB97M-V functional and the def2-TZVPD basis",
  "symbols": ["C", "O", "C", "C", "C", "C", "O", "C", "C", "C", "C", "C", "C", "O", "C", "C", "O", "C", "C", "O", "C", "C", "O", "C", "H", "H", "H", "H", "H", "H", "H", "H", "H", "H", "H", "H", "H", "H", "H", "H", "H", "H", "H", "H", "H", "H"],
  "positions_angstrom": [[3.846, 3.432, 0.275], [2.741, 2.728, 0.783], [2.031, 1.915, -0.064], [2.384, 1.709, -1.391], [1.665, 0.849, -2.208], [2.103, 0.565, -3.621], [2.734, -0.695, -3.731], [0.570, 0.184, -1.685], [0.187, 0.379, -0.365], [-0.998, -0.335, 0.156], [-2.056, 0.382, 0.687], [-3.198, -0.269, 1.129], [-4.343, 0.519, 1.718], [-4.469, 1.817, 1.189], [-3.274, -1.643, 1.013], [-2.221, -2.395, 0.488], [-2.475, -3.731, 0.443], [-1.581, -4.630, -0.174], [-1.062, -1.732, 0.064], [0.021, -2.434, -0.459], [1.144, -2.490, 0.396], [0.910, 1.247, 0.464], [0.490, 1.299, 1.762], [0.694, 2.463, 2.533], [4.631, 2.755, -0.076], [3.556, 4.109, -0.536], [4.225, 4.017, 1.112], [3.246, 2.207, -1.804], [1.234, 0.609, -4.296], [2.843, 1.294, -3.958], [2.161, -1.353, -3.321], [-0.010, -0.488, -2.300], [-1.995, 1.457, 0.753], [-4.176, 0.661, 2.791], [-5.281, -0.043, 1.592], [-4.536, 1.751, 0.230], [-4.152, -2.181, 1.335], [-0.664, -4.756, 0.407], [-2.114, -5.580, -0.209], [-1.325, -4.315, -1.187], [1.914, -3.028, -0.154], [1.507, -1.491, 0.653], [0.909, -3.029, 1.321], [1.721, 2.536, 2.896], [0.446, 3.365, 1.969], [0.013, 2.367, 3.379]],
  "total_charge": 0,
  "smiles": "COc1cc(CO)cc(-c2cc(CO)cc(OC)c2OC)c1OC",
  "gap_ev": 8.85,
  "e_tot_ha": -1150.4626
}

=====

{
  "formula": "C11H9NS2",
  "method": "the ωB97M-V functional and the def2-TZVPD basis",
  "symbols": ["C", "C", "C", "N", "C", "S", "C", "C", "C", "C", "C", "C", "C", "S", "H", "H", "H", "H", "H", "H", "H", "H", "H"],
  "positions_angstrom": [[3.496, -0.943, 0.526], [2.104, -1.198, 0.017], [1.819, -2.543, -0.346], [1.601, -3.673, -0.498], [1.085, -0.334, -0.091], [1.421, 1.341, 0.034], [0.337, 1.671, -1.357], [-0.488, 0.637, -1.662], [-0.307, -0.591, -0.762], [-1.639, -0.411, -0.068], [-1.991, 0.432, 0.894], [-3.426, 0.326, 1.246], [-4.114, -0.532, 0.457], [-3.002, -1.288, -0.707], [3.623, -0.545, 1.463], [4.267, -1.735, 0.442], [3.952, -0.208, -0.053], [0.387, 2.557, -1.855], [-1.302, 0.584, -2.483], [-0.324, -1.589, -1.424], [-1.272, 0.831, 1.570], [-3.775, 0.860, 2.116], [-5.224, -0.527, 0.369]],
  "total_charge": 0,
  "smiles": "C/C(C#N)=C1\\SC=C[C@@H]1c1cccs1",
  "gap_ev": 8.52,
  "e_tot_ha": -1275.5874
}

=====

{
  "formula": "C3H6N2S",
  "method": "the ωB97M-V functional and the def2-TZVPD basis",
  "symbols": ["C", "C", "C", "N", "N", "S", "H", "H", "H", "H", "H", "H"],
  "positions_angstrom": [[0.452, -0.433, 0.430], [0.384, 1.113, 0.330], [-0.405, -0.717, -0.798], [-1.426, 0.304, -0.668], [-0.417, 1.329, -0.882], [0.447, 0.291, -2.113], [1.464, -0.816, 0.327], [-0.003, -0.818, 1.339], [-0.161, 1.565, 1.158], [1.354, 1.592, 0.219], [-0.766, -1.812, -1.100], [-2.071, 0.317, -1.457]],
  "spin_multiplicity": 3,
  "s_squared": 2.0059,
  "total_charge": 0,
  "gap_ev": [6.71, 7.24],
  "e_tot_ha": -625.3931
}

=====

{
  "formula": "C18H13MoN7O7S3Sb",
  "method": "the ωB97M-V functional and the def2-TZVPD basis",
  "symbols": ["Mo", "S", "Sb", "S", "S", "O", "C", "O", "C", "C", "C", "C", "C", "C", "O", "N", "O", "O", "N", "O", "O", "H", "H", "C", "C", "N", "C", "C", "N", "C", "N", "N", "N", "C", "C", "C", "C", "C", "C", "H", "H", "H", "H", "H", "H", "H", "H", "H", "H", "H"],
  "positions_angstrom": [[0.972, -1.735, 0.413], [1.375, -3.012, 5.264], [2.081, -3.532, 3.137], [1.740, -1.208, 2.566], [-0.380, -3.294, 0.633], [1.522, -1.673, -3.515], [1.968, -1.663, -2.425], [1.199, -1.168, -1.354], [3.345, -2.040, -2.008], [4.381, -1.926, -2.927], [5.667, -2.206, -2.510], [5.965, -2.588, -1.218], [4.927, -2.720, -0.310], [3.608, -2.474, -0.708], [2.549, -2.689, 0.096], [5.275, -3.079, 1.072], [4.354, -3.178, 1.892], [6.430, -3.195, 1.351], [6.784, -2.064, -3.480], [6.486, -1.680, -4.586], [7.889, -2.326, -3.069], [4.190, -1.615, -3.946], [6.989, -2.776, -0.925], [-1.770, -0.517, 2.423], [-1.147, 0.361, 1.404], [-0.174, 0.013, 0.525], [0.123, 1.150, -0.230], [-0.674, 2.150, 0.185], [-1.461, 1.641, 1.204], [-2.524, 2.405, 1.901], [-3.805, 2.140, 1.360], [-4.477, 1.024, 1.771], [-5.590, 0.959, 1.173], [-5.714, 2.047, 0.332], [-6.761, 2.418, -0.518], [-6.595, 3.579, -1.234], [-5.426, 4.360, -1.112], [-4.387, 4.007, -0.280], [-4.562, 2.825, 0.441], [-1.905, -1.519, 2.020], [-2.751, -0.142, 2.705], [-1.130, -0.583, 3.306], [0.841, 1.135, -1.028], [-0.769, 3.166, -0.155], [-2.277, 3.457, 1.788], [-2.496, 2.142, 2.955], [-7.652, 1.811, -0.598], [-7.376, 3.914, -1.901], [-5.348, 5.270, -1.692], [-3.508, 4.631, -0.186]],
  "spin_multiplicity": 2,
  "s_squared": 0.7604,
  "total_charge": 2,
  "gap_ev": [4.06, 3.56],
  "e_tot_ha": -3105.9731
}

=====

{
  "formula": "H14O7",
  "method": "the ωB97M-V functional and the def2-TZVPD basis",
  "symbols": ["O", "H", "H", "O", "H", "H", "O", "H", "H", "O", "H", "H", "O", "H", "H", "O", "H", "H", "O", "H", "H"],
  "positions_angstrom": [[-1.589, -0.444, 1.903], [-1.640, 0.116, 1.129], [-2.440, -0.764, 2.166], [-1.168, 0.145, -0.842], [-1.838, -0.590, -0.774], [-1.823, 0.875, -0.828], [1.234, 0.086, 0.249], [0.343, -0.076, -0.067], [1.526, 0.852, -0.219], [-1.635, 0.119, -3.338], [-1.623, -0.810, -3.584], [-1.304, 0.247, -2.441], [0.562, -2.496, 0.887], [0.070, -2.346, 1.674], [1.125, -1.741, 0.725], [3.247, -0.902, 2.102], [3.174, -1.813, 1.857], [2.689, -0.334, 1.534], [0.479, 3.055, -0.418], [0.700, 3.977, -0.551], [-0.091, 2.841, -1.161]],
  "total_charge": 0,
  "smiles": "O.O.O.O.O.O.O",
  "gap_ev": 10.14,
  "e_tot_ha": -535.0423
}

=====

{
  "formula": "C4H6F3N",
  "method": "the ωB97M-V functional and the def2-TZVPD basis",
  "symbols": ["C", "C", "C", "C", "N", "F", "F", "F", "H", "H", "H", "H", "H", "H"],
  "positions_angstrom": [[-1.664, 0.514, 0.257], [-0.107, -0.790, -0.904], [1.157, 1.023, 0.767], [1.326, -0.210, 0.072], [-1.230, -0.694, -0.110], [1.497, 2.123, -0.055], [2.289, -0.319, -0.789], [1.331, -1.266, 0.976], [-2.465, 0.454, 0.965], [-1.294, 1.395, -0.351], [-0.017, -0.064, -1.748], [0.214, -1.769, -1.021], [0.145, 1.028, 1.323], [-1.181, -1.425, 0.620]],
  "total_charge": 0,
  "gap_ev": [8.43, 6.77],
  "e_tot_ha": -510.1993
}

=====

{
  "formula": "C20H28Br2N3SbTc",
  "method": "the ωB97M-V functional and the def2-TZVPD basis",
  "symbols": ["Tc", "Br", "C", "C", "C", "N", "C", "C", "C", "C", "C", "Br", "C", "C", "N", "H", "H", "H", "H", "H", "H", "N", "C", "H", "C", "C", "C", "Sb", "C", "C", "C", "C", "C", "C", "H", "H", "H", "H", "H", "H", "H", "H", "H", "H", "H", "H", "H", "H", "H", "H", "H", "H", "H", "H", "H"],
  "positions_angstrom": [[-0.129, 1.292, -0.655], [-0.583, 2.058, -7.173], [-0.399, 1.948, -5.373], [0.869, 2.011, -4.773], [0.971, 1.907, -3.414], [-0.124, 1.751, -2.614], [-1.375, 1.752, -3.192], [-1.536, 1.821, -4.546], [-2.479, 1.767, -2.205], [-3.801, 1.935, -2.506], [-4.737, 2.082, -1.462], [-6.499, 2.317, -1.833], [-4.281, 2.072, -0.134], [-2.948, 1.889, 0.108], [-2.054, 1.707, -0.899], [1.758, 2.145, -5.374], [1.931, 1.951, -2.921], [-2.518, 1.802, -4.997], [-4.139, 1.982, -3.532], [-4.967, 2.214, 0.690], [-2.552, 1.867, 1.116], [0.567, 3.961, 0.891], [0.345, 2.965, 0.370], [0.754, 4.850, 1.343], [3.064, -0.509, 3.546], [1.949, -1.455, 3.575], [0.899, -1.372, 4.585], [0.618, -0.792, 1.099], [2.127, -1.178, -0.365], [2.722, 0.179, -0.740], [3.175, -2.240, -0.043], [-0.845, -2.541, 1.179], [-0.164, -3.797, 1.657], [-2.098, -2.146, 1.908], [3.734, -0.933, 4.327], [2.805, 0.498, 3.866], [3.659, -0.528, 2.636], [2.116, -2.433, 3.119], [0.655, -0.359, 4.898], [1.381, -1.874, 5.453], [0.017, -1.974, 4.372], [1.487, -1.534, -1.186], [3.347, 0.605, 0.046], [1.946, 0.962, -0.952], [3.325, 0.105, -1.647], [3.823, -1.935, 0.780], [3.820, -2.395, -0.910], [2.729, -3.204, 0.197], [-0.951, -2.508, 0.084], [0.012, -3.783, 2.734], [0.756, -4.034, 1.127], [-0.855, -4.629, 1.472], [-1.968, -2.157, 2.990], [-2.854, -2.905, 1.673], [-2.501, -1.181, 1.603]],
  "spin_multiplicity": 4,
  "s_squared": 3.7757,
  "total_charge": 4,
  "gap_ev": [6.53, 5.23],
  "e_tot_ha": -6410.5494
}

=====

Which formula does entry 2 have? C18H22O6

=====

What did the second record say?
{
  "formula": "C18H22O6",
  "method": "the ωB97M-V functional and the def2-TZVPD basis",
  "symbols": ["C", "O", "C", "C", "C", "C", "O", "C", "C", "C", "C", "C", "C", "O", "C", "C", "O", "C", "C", "O", "C", "C", "O", "C", "H", "H", "H", "H", "H", "H", "H", "H", "H", "H", "H", "H", "H", "H", "H", "H", "H", "H", "H", "H", "H", "H"],
  "positions_angstrom": [[3.846, 3.432, 0.275], [2.741, 2.728, 0.783], [2.031, 1.915, -0.064], [2.384, 1.709, -1.391], [1.665, 0.849, -2.208], [2.103, 0.565, -3.621], [2.734, -0.695, -3.731], [0.570, 0.184, -1.685], [0.187, 0.379, -0.365], [-0.998, -0.335, 0.156], [-2.056, 0.382, 0.687], [-3.198, -0.269, 1.129], [-4.343, 0.519, 1.718], [-4.469, 1.817, 1.189], [-3.274, -1.643, 1.013], [-2.221, -2.395, 0.488], [-2.475, -3.731, 0.443], [-1.581, -4.630, -0.174], [-1.062, -1.732, 0.064], [0.021, -2.434, -0.459], [1.144, -2.490, 0.396], [0.910, 1.247, 0.464], [0.490, 1.299, 1.762], [0.694, 2.463, 2.533], [4.631, 2.755, -0.076], [3.556, 4.109, -0.536], [4.225, 4.017, 1.112], [3.246, 2.207, -1.804], [1.234, 0.609, -4.296], [2.843, 1.294, -3.958], [2.161, -1.353, -3.321], [-0.010, -0.488, -2.300], [-1.995, 1.457, 0.753], [-4.176, 0.661, 2.791], [-5.281, -0.043, 1.592], [-4.536, 1.751, 0.230], [-4.152, -2.181, 1.335], [-0.664, -4.756, 0.407], [-2.114, -5.580, -0.209], [-1.325, -4.315, -1.187], [1.914, -3.028, -0.154], [1.507, -1.491, 0.653], [0.909, -3.029, 1.321], [1.721, 2.536, 2.896], [0.446, 3.365, 1.969], [0.013, 2.367, 3.379]],
  "total_charge": 0,
  "smiles": "COc1cc(CO)cc(-c2cc(CO)cc(OC)c2OC)c1OC",
  "gap_ev": 8.85,
  "e_tot_ha": -1150.4626
}

=====

Repeat the first record exactly.
{
  "formula": "C7H11NO",
  "method": "the ωB97M-V functional and the def2-TZVPD basis",
  "symbols": ["N", "C", "C", "C", "C", "C", "O", "C", "C", "H", "H", "H", "H", "H", "H", "H", "H", "H", "H", "H"],
  "positions_angstrom": [[-0.082, -0.865, -1.165], [0.028, -0.690, 0.261], [-1.469, -1.020, 0.540], [-2.001, 0.237, -0.203], [-0.820, 1.413, -0.207], [0.930, 1.290, -0.170], [1.988, 0.295, -0.294], [1.582, -0.965, 0.529], [0.013, 0.736, 0.835], [0.875, -0.886, -1.450], [-0.529, -1.784, -1.297], [-1.809, -1.946, -0.116], [-1.856, -1.293, 1.608], [-2.810, 0.746, 0.374], [-2.371, 0.064, -1.262], [-1.399, 2.430, -0.057], [1.152, 2.321, -0.380], [2.070, -1.810, 0.069], [1.965, -0.814, 1.595], [-0.191, 0.660, 1.912]],
  "total_charge": 0,
  "smiles": "N[C@@]12CC[C@@H]3[C@H](OC1)[C@@H]32",
  "gap_ev": 9.57,
  "e_tot_ha": -403.0612
}